{
  "formula": "H14O7Pt",
  "method": "the ωB97M-V functional and the def2-TZVPD basis",
  "e_above_lowest_kj_mol": 702.2,
  "gap_ev": [5.5, 3.5],
  "multiplicity": 3,
  "fmax_ev_per_a": 1.13,
  "lumo_ev": [-12.335, -14.042],
  "charge": 2,
  "symbols": ["Pt", "O", "H", "H", "O", "H", "H", "O", "H", "H", "O", "H", "H", "O", "H", "H", "O", "H", "H", "O", "H", "H"],
  "positions_angstrom": [[0.27079, -0.14592, -0.02789], [-3.46655, -0.58569, 0.06461], [-4.04741, -0.82457, 0.78695], [-4.05017, -0.47413, -0.68582], [3.46624, -0.92621, 1.58917], [4.30022, -1.21637, 1.21966], [3.38672, -1.41001, 2.41126], [-0.03193, -3.52399, 0.73757], [-0.76609, -3.92887, 1.19942], [0.73399, -4.02432, 1.01910], [-1.31338, 3.40322, -0.49547], [-0.93974, 4.19835, -0.87548], [-2.25128, 3.58434, -0.43417], [-0.82485, -0.29797, -3.46471], [-1.68913, -0.52184, -3.80987], [-0.37126, 0.11228, -4.20104], [2.81144, 1.38068, -1.99211], [3.65782, 0.94000, -2.06740], [2.98011, 2.27604, -2.28556], [-0.52674, 0.50339, 3.42552], [-0.95541, 1.34340, 3.58934], [-0.37341, 0.13820, 4.29693]],
  "forces_ev_per_angstrom": [[-0.1, -0.2, 0.1], [0.7, 0.0, 0.0], [-0.2, -0.1, 0.3], [-0.2, 0.1, -0.3], [-0.8, 0.4, -0.4], [0.4, -0.1, -0.3], [0.0, -0.2, 0.4], [0.1, 1.0, -0.6], [-0.5, -0.1, 0.3], [0.5, -0.2, 0.1], [0.3, -0.6, 0.2], [0.2, 0.3, -0.2], [-0.4, 0.0, 0.0], [0.3, -0.1, 0.8], [-0.4, -0.1, 0.0], [0.3, 0.2, -0.2], [-0.7, -0.5, 0.4], [0.3, -0.2, 0.0], [0.0, 0.4, -0.1], [0.0, -0.2, -0.9], [-0.1, 0.4, 0.0], [0.2, -0.2, 0.3]],
  "mulliken_charge": [1.347, -0.591, 0.321, 0.320, -0.563, 0.339, 0.337, -0.519, 0.348, 0.347, -0.587, 0.331, 0.330, -0.572, 0.319, 0.320, -0.560, 0.328, 0.322, -0.570, 0.333, 0.322]
}

{
  "formula": "H14O7Sr",
  "method": "the ωB97M-V functional and the def2-TZVPD basis",
  "e_above_lowest_kj_mol": 27.5,
  "gap_ev": 12.7,
  "fmax_ev_per_a": 0.80,
  "lumo_ev": -6.483,
  "charge": 2,
  "symbols": ["Sr", "O", "H", "H", "O", "H", "H", "O", "H", "H", "O", "H", "H", "O", "H", "H", "O", "H", "H", "O", "H", "H"],
  "positions_angstrom": [[-0.28277, 0.00041, -0.30191], [0.44066, 0.65658, -2.86702], [0.95844, 0.03910, -3.38360], [0.49000, 1.47842, -3.35526], [-1.27040, 2.35602, -0.31580], [-1.95971, 2.45045, -0.97319], [-1.16586, 3.23429, 0.05017], [1.70583, 1.52280, 0.07688], [2.60004, 1.52340, -0.26461], [1.62795, 2.35290, 0.54708], [0.65025, -0.77144, 2.03649], [0.07930, -1.11032, 2.72600], [1.37633, -0.36111, 2.50625], [1.47906, -1.82022, -0.77751], [1.70597, -2.52701, -0.17320], [2.08721, -1.92551, -1.50915], [-1.97499, 0.31300, 1.52744], [-2.59187, 0.87869, 1.06303], [-2.46795, -0.01224, 2.28073], [-1.17084, -2.38032, 0.27532], [-0.51951, -3.03311, 0.01866], [-1.79713, -2.86478, 0.81318]],
  "forces_ev_per_angstrom": [[0.5, -0.4, 0.1], [-0.2, -0.3, 0.7], [0.1, -0.2, -0.3], [0.0, 0.4, -0.2], [-0.1, -0.4, -0.2], [-0.4, 0.3, -0.4], [0.1, 0.4, 0.3], [-0.2, -0.2, 0.1], [0.4, -0.1, -0.2], [0.0, 0.4, 0.2], [0.0, 0.1, -0.4], [-0.2, -0.2, 0.2], [0.4, 0.2, 0.1], [-0.3, 0.3, -0.1], [0.2, -0.2, 0.4], [0.3, -0.1, -0.3], [0.0, 0.0, -0.3], [-0.4, 0.5, 0.1], [-0.1, -0.2, 0.4], [0.2, 0.3, -0.1], [0.1, -0.4, -0.2], [-0.4, -0.1, 0.2]],
  "mulliken_charge": [1.694, -0.529, 0.289, 0.290, -0.528, 0.311, 0.254, -0.506, 0.261, 0.274, -0.486, 0.281, 0.275, -0.514, 0.276, 0.262, -0.537, 0.309, 0.262, -0.493, 0.283, 0.272]
}

{
  "formula": "H14S7",
  "method": "the ωB97M-V functional and the def2-TZVPD basis",
  "e_above_lowest_kj_mol": 37.3,
  "gap_ev": 10.0,
  "fmax_ev_per_a": 0.97,
  "lumo_ev": 0.419,
  "smiles": "S.S.S.S.S.S.S",
  "symbols": ["S", "H", "H", "S", "H", "H", "S", "H", "H", "S", "H", "H", "S", "H", "H", "S", "H", "H", "S", "H", "H"],
  "positions_angstrom": [[3.61998, 5.02099, 1.54970], [4.73327, 4.57164, 0.97292], [3.89480, 6.28310, 1.19378], [2.24481, 1.09761, -3.79653], [3.57078, 1.08150, -3.61995], [2.00262, 2.28122, -3.24176], [1.10863, -5.34250, -1.83239], [1.01582, -6.30815, -2.74804], [2.35078, -5.51277, -1.36938], [-1.04469, -2.38745, 0.82580], [-0.26916, -1.89059, -0.14377], [-0.63968, -3.66053, 0.74538], [-5.73328, 1.89567, -4.26826], [-6.60126, 1.84965, -3.25271], [-5.43465, 3.18735, -4.11634], [2.07199, -3.60573, 4.83493], [1.03977, -4.14891, 4.17963], [2.98589, -3.99079, 3.93639], [-2.48003, 3.26963, 2.89536], [-2.59101, 4.53023, 3.32561], [-3.17125, 3.50064, 1.77298]],
  "forces_ev_per_angstrom": [[-0.1, 0.1, 0.0], [0.2, -0.1, -0.1], [0.0, 0.0, 0.0], [-0.3, -0.5, -0.3], [0.0, 0.3, 0.1], [0.3, 0.2, 0.2], [-0.6, 0.7, 0.3], [0.5, -0.2, 0.1], [0.1, -0.4, -0.4], [-0.3, 0.2, 0.3], [0.1, -0.3, -0.1], [0.2, 0.1, -0.3], [0.1, -0.3, -0.2], [0.0, 0.2, 0.1], [-0.1, 0.1, 0.1], [0.0, 0.1, 0.2], [0.1, 0.0, -0.1], [-0.1, -0.1, -0.1], [0.1, -0.1, 0.0], [0.0, 0.1, -0.1], [0.0, 0.1, 0.0]],
  "mulliken_charge": [-0.286, 0.142, 0.144, -0.291, 0.143, 0.147, -0.300, 0.151, 0.151, -0.271, 0.142, 0.127, -0.287, 0.144, 0.142, -0.278, 0.141, 0.137, -0.288, 0.147, 0.141]
}